Entry 1:
Computed, not measured: a 2-piece molecular cluster, C6H9N2O2 overall in a non-equilibrium geometry, with ωB97M-V with the def2-TZVPD basis set.

Properties
HOMO-LUMO gap in eV: 6.703

The geometry in ORCA input format:
```
! RIJCOSX wB97M-V def2-TZVPD def2/J DEFGRID3
* xyz -1 1
O -0.462 -0.766 2.039
H 2.443 -0.320 3.426
H 1.332 1.086 2.870
C -0.761 0.539 -1.374
N -0.937 -0.680 -0.841
H 0.868 -0.049 4.219
H -0.637 1.395 0.501
C -0.624 0.379 -2.758
H -0.290 1.033 -3.550
O 1.543 -1.806 1.867
H 0.164 2.388 -0.626
H -1.541 2.456 -0.680
C 0.746 -0.895 2.268
C 1.445 0.089 3.305
H -0.987 -2.643 -1.588
N -0.593 -0.977 -2.958
H -0.237 -1.355 -3.831
C -0.725 1.736 -0.542
C -0.747 -1.610 -1.747
*
```

Partial atomic charges computed with the Löwdin method, in multiples of e: -0.10 0.04 0.04 -0.37 0.11 0.04 0.07 -0.08 0.09 -0.16 0.07 0.07 -0.79 -0.06 0.11 0.00 0.13 -0.06 -0.16

---

Entry 2:
Computed, not measured: C4H5ClF2 as an isolated structure in a non-equilibrium geometry, with ωB97M-V with the def2-TZVPD basis set.

Properties
HOMO-LUMO gap in eV: 11.296

The geometry in ORCA input format:
```
! RIJCOSX wB97M-V def2-TZVPD def2/J DEFGRID3
* xyz 0 1
H -1.298 2.013 0.053
H 1.707 0.899 -0.490
H 1.241 -1.915 0.892
C -0.605 -0.092 0.231
H 2.785 -1.269 0.213
F -0.926 -1.290 -0.360
C 1.268 0.041 -0.065
C -1.296 1.044 -0.521
H -0.797 1.110 -1.444
Cl -3.072 0.677 -0.460
C 1.803 -1.045 0.424
F -0.809 -0.173 1.526
*
```

Partial atomic charges computed with the Löwdin method, in multiples of e: 0.10 0.06 0.10 -0.57 0.02 0.03 0.01 -0.46 0.07 0.56 -0.03 0.11

---

Entry 3:
Computed, not measured: C48H55N5OS2SbSeZn as an isolated structure, with ωB97M-V with the def2-TZVPD basis set.

Properties
HOMO-LUMO gap in eV: 7.866

The geometry in ORCA input format:
```
! RIJCOSX wB97M-V def2-TZVPD def2/J DEFGRID3
* xyz 1 1
H -2.710 1.817 -4.911
H 1.967 -5.313 -2.155
H -3.687 -0.601 1.649
H -0.562 -5.047 1.284
C -3.524 2.077 2.733
N 1.015 2.382 -0.374
C -3.129 3.237 -3.353
H -3.469 1.698 3.756
H 0.612 -2.228 -5.948
H 5.275 0.381 -0.518
C 0.488 -2.527 -3.830
H -5.443 -0.641 1.722
C -2.136 1.929 2.105
H 0.985 -8.835 0.053
H 6.811 -1.540 -0.917
C -2.111 -4.156 -2.247
H 4.564 -0.829 3.370
Sb 0.311 -2.922 -0.713
S 2.873 -0.196 -0.437
H 4.733 1.671 3.415
H -3.510 4.256 -3.254
H -2.426 4.811 -5.505
H 6.431 -2.189 0.682
C -1.991 4.086 0.826
H -1.368 2.257 2.810
H -0.374 -7.482 1.613
C 1.567 -7.152 -1.136
C 5.624 1.047 3.361
H 6.379 1.566 2.773
H -0.166 -0.489 7.626
H -1.762 -0.911 5.793
C -3.445 -4.466 -2.455
Zn 0.556 0.112 -0.212
C -3.058 2.850 -4.830
H -1.350 -4.571 -2.897
C 2.548 -2.485 -5.076
C -1.763 3.130 -2.676
H -5.464 -4.162 -1.801
C 5.690 -0.182 0.319
H -2.113 7.161 2.141
H 2.164 -7.741 -1.819
O 0.471 0.243 1.697
C -4.423 -3.932 -1.629
C 0.042 -5.641 0.607
N 4.727 -0.185 1.406
C 1.869 0.122 4.997
H -4.070 2.888 -5.236
H -2.261 3.543 -6.714
C 1.197 -2.766 -2.662
C 1.460 -5.782 -1.323
H -2.007 7.764 -0.231
C 1.166 -2.398 -5.035
H -3.726 -5.128 -3.262
H -4.511 -0.444 3.208
H -4.566 1.579 0.912
S 1.780 4.690 0.377
C 1.456 -0.009 6.311
H 6.584 0.334 0.674
C -1.982 6.721 0.047
H -1.088 3.907 -3.036
C 6.048 -1.592 -0.143
C 0.145 -7.009 0.791
H 0.821 2.832 1.660
C -4.064 -3.107 -0.577
C -4.624 1.333 1.976
H -1.333 2.153 -2.901
C -4.556 -0.180 2.152
C -0.337 -0.494 4.254
N -2.003 2.704 0.886
H 3.074 -2.367 -6.013
H -1.940 0.889 1.854
H 4.339 -2.790 -3.931
N 2.683 -0.094 2.335
C -1.909 2.222 -0.368
H 5.169 -2.084 -0.553
C -1.899 5.757 -0.940
C 0.152 -0.383 6.599
C -2.728 -2.813 -0.358
H 2.877 0.426 4.759
H 2.345 4.970 -1.988
Se -1.876 0.429 -0.851
N -1.855 3.248 -1.238
H -1.022 -0.698 3.442
C 1.388 0.009 2.542
C 3.260 -2.718 -3.909
C 1.491 3.009 -1.488
C 3.403 -0.136 1.222
C 1.942 4.272 -1.278
H -2.069 4.806 2.864
C 1.117 3.142 0.673
H 6.192 -0.914 2.668
C 5.287 -0.308 2.746
H -1.110 3.638 -5.384
H 2.150 0.184 7.116
H -5.589 1.689 2.341
H 6.012 0.901 4.367
C 2.585 -2.858 -2.709
H -1.847 6.030 -1.983
C 0.692 -5.026 -0.453
C 0.908 -7.766 -0.084
H -2.444 -2.191 0.483
H -0.592 -2.444 -3.807
H -3.819 2.561 -2.843
C -0.745 -0.624 5.569
H -3.775 3.139 2.790
C -2.036 5.061 1.815
C 0.974 -0.125 3.960
H 3.139 -3.045 -1.795
C -2.157 3.766 -5.654
H -4.821 -2.690 0.074
C -1.908 4.431 -0.530
C -2.047 6.379 1.399
H 1.508 2.486 -2.430
C -1.747 -3.319 -1.201
*
```

Löwdin population analysis, charges in e, atoms 1 to 99: 0.11 0.09 0.03 0.09 -0.17 -0.09 -0.18 0.12 0.10 0.07 -0.12 0.07 -0.15 0.11 0.08 -0.12 0.11 1.49 0.71 0.07 0.12 0.08 0.08 -0.16 0.13 0.11 -0.08 -0.07 0.07 0.11 0.11 -0.07 0.24 -0.25 0.10 -0.08 -0.18 0.11 -0.25 0.11 0.11 -0.16 -0.08 -0.14 -0.13 -0.02 0.11 0.07 -0.40 -0.12 0.11 -0.08 0.11 0.08 0.10 1.07 -0.07 0.12 -0.06 0.12 -0.06 -0.08 0.08 -0.08 -0.24 0.09 -0.10 -0.02 0.00 0.11 0.06 0.11 0.12 -0.62 0.05 0.01 -0.07 -0.20 0.10 0.07 0.81 -0.01 0.11 -0.42 -0.08 -0.25 -0.64 -0.36 0.12 -0.47 0.12 -0.20 0.07 0.11 0.11 0.08 -0.19 0.12 -0.38